# 1
The following is a quantum chemistry calculation of a single C21H25F3N2O4 molecule, from OMol25.

Output
E_HOMO: -8.851 eV
Molar mass: 426.4 g mol⁻¹
E_tot: -1525.31830 hartree
Total charge: 0
2S+1: 1
ΔE to the lowest compared entry with this formula, charge and spin: 0.0 kJ/mol
SMILES: CC[C@@H](CO)NCc1ccc(OCC(=O)Nc2cccc(C(F)(F)F)c2)c(OC)c1

Cartesian coordinates (Å):
C1 0.3187 1.6078 -1.0070
C2 1.6895 1.2183 -1.5495
C3 2.8805 1.8886 -0.8381
C4 2.9400 3.4014 -1.1135
O1 4.1025 3.9620 -0.5629
N1 2.9444 1.7412 0.6075
C5 3.4238 0.4758 1.1328
C6 2.4522 -0.6739 1.0058
C7 2.6781 -1.7285 0.1328
C8 1.7438 -2.7368 -0.0280
C9 0.5575 -2.7069 0.6876
O2 -0.4261 -3.6760 0.5935
C10 -0.8786 -3.9982 -0.7019
C11 -1.6148 -2.8427 -1.3963
O3 -1.7476 -2.8187 -2.5987
N2 -2.0722 -1.9106 -0.5234
C12 -2.6239 -0.6639 -0.8050
C13 -3.0738 -0.2993 -2.0727
C14 -3.5851 0.9680 -2.2846
C15 -3.6543 1.8915 -1.2549
C16 -3.2077 1.5208 0.0055
C17 -3.2225 2.4864 1.1544
F1 -3.7633 3.6733 0.8540
F2 -3.9046 2.0144 2.2144
F3 -1.9771 2.7435 1.6077
C18 -2.7018 0.2526 0.2411
C19 0.3308 -1.6576 1.5884
O4 -0.8763 -1.5745 2.2648
C20 -1.0281 -2.5052 3.3234
C21 1.2743 -0.6591 1.7432
H1 0.1911 1.2753 0.0212
H2 0.1670 2.6830 -1.0470
H3 -0.4569 1.1347 -1.6050
H4 1.7980 0.1343 -1.4757
H5 1.7448 1.4839 -2.6069
H6 3.8041 1.4520 -1.2392
H7 2.0506 3.8904 -0.6907
H8 2.9722 3.5971 -2.1870
H9 4.1893 3.5849 0.3241
H10 2.0518 1.9876 1.0223
H11 3.6489 0.6380 2.1931
H12 4.3577 0.2341 0.6190
H13 3.5943 -1.7628 -0.4382
H14 1.9381 -3.5435 -0.7179
H15 -0.0711 -4.3299 -1.3631
H16 -1.5773 -4.8301 -0.5720
H17 -1.8685 -2.0644 0.4619
H18 -3.0074 -1.0072 -2.8822
H19 -3.9306 1.2420 -3.2691
H20 -4.0451 2.8820 -1.4242
H21 -2.3511 -0.0185 1.2257
H22 -0.2764 -2.3333 4.0996
H23 -2.0217 -2.3330 3.7333
H24 -0.9470 -3.5330 2.9609
H25 1.0671 0.1432 2.4367

=====

# 2
The following is a quantum chemistry calculation of 2 unconnected molecules or ions with the total composition C21H25F3N2O5S3 in a non-equilibrium geometry, from OMol25.

Output
E_HOMO: -7.704 eV
Molar mass: 538.6 g mol⁻¹
E_tot: -2794.77629 hartree
Total charge: 0
2S+1: 1

Cartesian coordinates (Å):
C1 2.0738 3.5307 2.0545
C2 0.7242 2.8580 1.9902
C3 -0.3390 3.5384 1.2241
C4 0.5171 1.8757 2.9827
N1 -0.5659 1.3295 3.5864
C5 -0.2995 0.3075 4.6060
C6 -1.4390 -0.6905 4.7381
O1 -2.4045 -0.6149 3.6908
C7 -2.9586 0.6851 3.5729
C8 -1.9394 1.8276 3.5870
H1 2.2379 4.2195 1.2161
H2 2.1261 4.0952 3.0072
H3 2.9126 2.8184 2.0797
H4 0.1245 4.3684 0.6706
H5 -0.8545 2.8835 0.5043
H6 -1.0697 3.9779 1.9237
H7 1.4433 1.4355 3.3949
H8 0.6204 -0.2338 4.3511
H9 -0.1585 0.8086 5.5797
H10 -1.0773 -1.7224 4.6641
H11 -1.9245 -0.5261 5.7159
H12 -3.5251 0.6719 2.6337
H13 -3.6476 0.8331 4.4219
H14 -2.0861 2.3745 4.5410
H15 -2.0864 2.5121 2.7459
F1 3.6636 0.7613 -2.7689
C9 2.4788 0.5691 -2.0962
F2 1.4770 0.7055 -3.0116
F3 2.4815 -0.7381 -1.6744
S1 2.1925 1.7957 -0.7093
N2 -0.8953 -1.0791 -0.7518
S2 -1.9449 -0.9883 -1.8939
C10 -1.5459 -2.7139 -2.1814
C11 -0.9512 -3.1210 -3.3776
C12 -0.4725 -4.4346 -3.4499
C13 -0.4557 -5.2404 -2.3008
C14 -0.8473 -4.7157 -1.0598
C15 -1.3668 -3.4336 -1.0034
O2 -3.2979 -0.8394 -1.4284
O3 -1.5114 -0.2268 -3.0322
S3 -0.4996 -0.6782 0.7179
C16 1.3091 -0.6487 0.9415
C17 1.7481 -1.3668 2.0531
C18 3.0763 -1.3287 2.4904
C19 4.0497 -0.6558 1.7373
C20 3.6452 0.1239 0.6968
C21 2.2177 0.4909 0.6093
O4 -1.0385 0.6540 0.8830
O5 -0.8787 -1.7129 1.6612
H16 -0.8553 -2.4165 -4.2010
H17 -0.1210 -4.8331 -4.4064
H18 -0.1060 -6.2760 -2.3564
H19 -0.7541 -5.2775 -0.1265
H20 -1.5627 -3.0165 -0.0229
H21 1.0211 -1.9647 2.5972
H22 3.3376 -1.8436 3.4096
H23 5.1036 -0.7056 1.9902
H24 4.3408 0.4821 -0.0627
H25 1.9150 1.1166 1.4691

=====

# 3
The following is a quantum chemistry calculation of a single C21H25FN2O4S molecule, from OMol25.

Output
E_HOMO: -8.546 eV
Molar mass: 420.5 g mol⁻¹
E_tot: -1723.74687 hartree
Total charge: 0
2S+1: 1
ΔE to the lowest compared entry with this formula, charge and spin: 45.5 kJ/mol
SMILES: CCS(=O)(=O)N1Cc2ccccc2C[C@H]1C(=O)N(C)Cc1ccc(OC)c(F)c1

Cartesian coordinates (Å):
C1 -3.3991 -2.8355 1.8773
C2 -2.9730 -1.4773 1.3681
S1 -2.1971 -1.7429 -0.2546
O1 -3.1228 -2.4376 -1.1028
O2 -0.9156 -2.3564 -0.0578
N1 -1.9210 -0.2695 -0.9996
C3 -3.0251 0.2727 -1.7604
C4 -3.9464 1.1095 -0.9189
C5 -5.2917 1.2309 -1.2436
C6 -6.1377 1.9956 -0.4633
C7 -5.6420 2.6407 0.6588
C8 -4.3063 2.5180 0.9890
C9 -3.4442 1.7585 0.2041
C10 -1.9987 1.6496 0.5993
C11 -1.1478 0.7464 -0.3099
C12 -0.0537 0.0587 0.5239
O3 -0.1657 -0.0218 1.7377
N2 1.0294 -0.3700 -0.1387
C13 1.1180 -0.4172 -1.5805
C14 2.0195 -1.1429 0.5915
C15 3.4066 -0.6166 0.3537
C16 4.4539 -1.4525 0.0050
C17 5.7314 -0.9583 -0.2101
C18 5.9964 0.4008 -0.0927
O4 7.1992 0.9966 -0.2868
C19 8.3006 0.1892 -0.6229
C20 4.9253 1.2346 0.2564
F1 5.1461 2.5604 0.3761
C21 3.6593 0.7465 0.4802
H1 -3.8843 -2.7515 2.8477
H2 -2.5261 -3.4770 1.9703
H3 -4.0874 -3.2920 1.1698
H4 -2.2140 -1.0229 1.9976
H5 -3.8150 -0.8090 1.2103
H6 -2.6109 0.8725 -2.5820
H7 -3.5547 -0.5796 -2.1869
H8 -5.6698 0.7173 -2.1153
H9 -7.1814 2.0852 -0.7244
H10 -6.2977 3.2365 1.2760
H11 -3.9165 3.0173 1.8644
H12 -1.9360 1.2706 1.6244
H13 -1.5552 2.6493 0.6106
H14 -0.6773 1.3612 -1.0883
H15 2.0417 -0.9246 -1.8477
H16 1.1483 0.5882 -2.0056
H17 0.2733 -0.9661 -1.9999
H18 1.9387 -2.1943 0.2993
H19 1.7560 -1.0595 1.6500
H20 4.2792 -2.5131 -0.0975
H21 6.5194 -1.6447 -0.4751
H22 9.1439 0.8709 -0.7178
H23 8.5142 -0.5448 0.1605
H24 8.1439 -0.3279 -1.5751
H25 2.8700 1.4280 0.7562

=====

# 4
The following is a quantum chemistry calculation of a single C21H25N3O4 molecule, from OMol25.

Output
E_HOMO: -8.359 eV
Molar mass: 383.4 g mol⁻¹
E_tot: -1280.46664 hartree
Total charge: 0
2S+1: 1
ΔE to the lowest compared entry with this formula, charge and spin: 244.5 kJ/mol
SMILES: O=C(NCCCN1CCOCC1)[C@H](C(=O)c1ccccc1)n1ccccc1=O

Cartesian coordinates (Å):
O1 1.9086 2.1530 -1.2266
C1 0.9783 1.6769 -0.6109
N1 -0.2856 1.6083 -1.0342
C2 -0.6761 1.9311 -2.3879
C3 -1.1855 0.6932 -3.1239
C4 -0.0801 -0.3501 -3.2899
N2 -0.5523 -1.5056 -4.0390
C5 -1.3175 -2.4214 -3.2068
C6 -1.8531 -3.5601 -4.0731
O2 -0.8127 -4.2599 -4.7149
C7 -0.0437 -3.3788 -5.4983
C8 0.5372 -2.2415 -4.6583
C9 1.1811 1.1552 0.8367
C10 0.6023 -0.2633 1.0237
O3 0.3094 -0.9470 0.0707
C11 0.5945 -0.7888 2.4112
C12 -0.2755 -1.8438 2.6836
C13 -0.3600 -2.3724 3.9564
C14 0.4324 -1.8606 4.9715
C15 1.3125 -0.8246 4.7052
C16 1.3949 -0.2856 3.4341
N3 0.5935 2.0865 1.7805
C17 1.3034 3.1187 2.2784
C18 0.7460 4.0086 3.1435
C19 -0.6023 3.8370 3.5124
C20 -1.3258 2.8073 2.9969
C21 -0.7488 1.8816 2.0759
O4 -1.3292 0.9357 1.5399
H1 -0.9623 1.1176 -0.4602
H2 -1.4603 2.6955 -2.3557
H3 0.2043 2.3440 -2.8855
H4 -2.0187 0.2698 -2.5613
H5 -1.5536 0.9835 -4.1083
H6 0.3043 -0.6448 -2.3022
H7 0.7408 0.1037 -3.8512
H8 -0.6943 -2.8363 -2.3955
H9 -2.1579 -1.8890 -2.7606
H10 -2.5392 -3.1440 -4.8272
H11 -2.3842 -4.2934 -3.4635
H12 -0.6686 -2.9498 -6.2967
H13 0.7532 -3.9785 -5.9420
H14 1.2231 -2.6642 -3.9027
H15 1.1002 -1.5662 -5.3063
H16 2.2632 1.1066 1.0024
H17 -0.8876 -2.2212 1.8793
H18 -1.0429 -3.1836 4.1594
H19 0.3689 -2.2708 5.9686
H20 1.9402 -0.4331 5.4924
H21 2.1038 0.5079 3.2492
H22 2.3291 3.1969 1.9490
H23 1.3281 4.8247 3.5354
H24 -1.0565 4.5300 4.2044
H25 -2.3613 2.6487 3.2509